A cluster of 8 separate species, C18H61ClN7O4 in total at a distorted geometry, computed with ωB97M-V with the def2-TZVPD basis set.

Output
Highest occupied orbital energy = -0.4899 Ha
HOMO-LUMO gap = 3.642 eV
Lowest unoccupied orbital energy = -9.7 eV
Total charge = +3
Multiplicity = 1
Relative energy (zero: lowest compared OMol25 entry of this formula, charge and spin) = 0.0 kcal per mole
Largest force on an atom = 3.35 eV Å⁻¹

Last column: Löwdin charge in e.
CARTESIAN COORDINATES (ANGSTROEM)
N1 -3.39 -0.23 2.34  0.318
H1 -3.61 -0.21 3.32  0.134
H2 -3.65 -1.06 1.83  0.132
H3 -2.40 -0.06 2.22  0.069
H4 -3.88 0.56 1.94  0.038
N2 1.36 -3.99 1.45  0.359
H5 1.36 -4.30 0.49  0.140
H6 2.05 -4.50 1.98  0.169
H7 0.44 -4.28 1.75  0.137
H8 1.50 -3.00 1.55  0.080
N3 -1.71 -2.15 5.44  0.352
H9 -2.48 -1.50 5.51  0.152
H10 -1.40 -2.20 4.48  0.077
H11 -1.93 -3.09 5.75  0.165
H12 -0.96 -1.71 5.95  0.167
N4 -1.42 -3.74 -1.09  0.361
H13 -1.79 -4.23 -0.28  0.151
H14 -0.45 -4.00 -1.14  0.143
H15 -1.59 -2.77 -0.88  0.116
H16 -1.88 -4.01 -1.95  0.171
Cl1 0.11 -0.76 1.74  0.626
O1 -0.33 0.57 1.91  -0.276
O2 1.51 -0.91 1.77  -0.280
O3 -0.42 -1.55 2.85  -0.420
O4 -0.43 -1.28 0.51  -0.376
C1 -4.12 0.45 -0.71  -0.065
C2 -4.19 1.84 -0.06  -0.236
N5 -4.81 1.85 1.25  -0.246
C3 -6.27 1.76 1.10  -0.213
C4 -6.87 1.13 2.36  -0.069
C5 -4.51 3.08 1.96  -0.229
C6 -3.18 3.02 2.73  -0.065
H17 -3.55 -0.28 -0.14  0.032
H18 -3.71 0.46 -1.72  0.072
H19 -5.10 0.01 -0.90  0.074
H20 -3.14 2.14 0.03  0.096
H21 -4.65 2.54 -0.75  0.141
H22 -6.73 2.74 0.94  0.134
H23 -6.60 1.12 0.28  0.114
H24 -6.88 1.81 3.22  0.078
H25 -7.86 0.71 2.17  0.085
H26 -6.34 0.22 2.63  0.049
H27 -5.29 3.35 2.67  0.125
H28 -4.44 3.89 1.24  0.122
H29 -2.33 2.64 2.17  0.052
H30 -3.27 2.39 3.62  0.061
H31 -2.90 4.03 3.01  0.094
C7 8.00 -1.23 -0.52  -0.090
C8 7.54 -2.64 -0.54  -0.237
N6 6.51 -2.90 -1.61  -0.159
C9 7.00 -2.64 -2.97  -0.296
C10 8.09 -3.55 -3.41  -0.093
C11 5.27 -2.13 -1.37  -0.251
C12 4.48 -2.57 -0.11  -0.107
H32 8.73 -1.05 0.27  0.086
H33 7.17 -0.56 -0.28  0.067
H34 8.45 -0.95 -1.46  0.080
H35 8.39 -3.27 -0.79  0.103
H36 7.21 -3.02 0.43  0.105
H37 6.24 -2.75 -3.74  0.114
H38 7.32 -1.61 -3.13  0.108
H39 7.72 -4.57 -3.51  0.080
H40 8.39 -3.39 -4.45  0.084
H41 8.97 -3.51 -2.78  0.072
H42 4.59 -2.37 -2.19  0.106
H43 5.42 -1.05 -1.33  0.105
H44 4.95 -2.50 0.87  0.066
H45 4.18 -3.61 -0.22  0.048
H46 3.53 -2.04 -0.06  0.036
C13 -0.42 4.08 -3.68  -0.053
C14 -1.49 3.34 -2.83  -0.233
N7 -0.97 2.81 -1.59  -0.210
C15 -0.06 1.73 -1.70  -0.285
C16 -0.50 0.56 -2.59  -0.086
C17 -0.41 3.77 -0.61  -0.224
C18 -1.50 4.77 -0.25  -0.075
H47 0.07 4.87 -3.10  0.071
H48 -0.96 4.55 -4.50  0.078
H49 0.33 3.46 -4.17  0.071
H50 -2.29 4.05 -2.63  0.103
H51 -2.03 2.55 -3.37  0.104
H52 0.90 2.13 -2.04  0.121
H53 0.17 1.23 -0.76  0.084
H54 -1.49 0.25 -2.28  0.041
H55 -0.60 0.83 -3.64  0.074
H56 0.17 -0.30 -2.56  0.062
H57 0.49 4.25 -1.01  0.114
H58 -0.11 3.21 0.27  0.102
H59 -1.17 5.49 0.51  0.082
H60 -2.47 4.31 -0.07  0.048
H61 -1.66 5.50 -1.04  0.074


A structure of composition C18H62F2HgNO17S2 at a distorted geometry, computed with ωB97M-V with the def2-TZVPD basis set.

Output
Highest occupied orbital energy = -0.4102 Ha
HOMO-LUMO gap = 4.772 eV
Lowest unoccupied orbital energy = -6.4 eV
Total charge = +1
Multiplicity = 1
Largest force on an atom = 6.72 eV Å⁻¹

Last column: Löwdin charge in e.
CARTESIAN COORDINATES (ANGSTROEM)
Hg1 -1.53 1.18 2.98  1.328
N1 -0.74 0.25 1.14  -0.372
S1 0.25 -0.93 0.78  0.430
O1 1.60 -0.62 0.43  -0.239
O2 -0.41 -2.02 0.11  -0.241
F1 0.39 -1.55 2.25  -0.193
S2 -0.93 0.75 -0.50  0.569
O3 -1.95 0.16 -1.29  -0.219
O4 0.18 1.33 -1.21  -0.235
F2 -1.63 2.13 0.00  -0.236
C1 4.90 -2.17 1.26  -0.149
O5 4.76 -3.51 1.72  -0.123
H1 3.89 -1.77 1.09  0.054
H2 5.39 -1.59 2.04  0.075
H3 5.49 -2.10 0.34  0.081
H4 4.64 -4.10 0.98  0.074
C2 -1.35 4.47 -2.33  -0.156
O6 -1.38 5.65 -1.54  -0.123
H5 -1.03 4.68 -3.35  0.088
H6 -0.74 3.66 -1.91  0.046
H7 -2.38 4.12 -2.37  0.073
H8 -0.51 6.06 -1.51  0.074
C3 3.26 1.04 2.74  -0.102
O7 2.64 1.77 3.81  -0.131
H9 2.86 0.03 2.78  0.074
H10 3.10 1.45 1.75  0.064
H11 4.34 0.93 2.89  0.097
H12 3.17 2.56 4.01  0.106
C4 -0.16 4.09 3.69  -0.091
O8 -0.68 3.32 2.60  -0.209
H13 0.93 4.14 3.65  0.075
H14 -0.50 5.13 3.77  0.103
H15 -0.42 3.57 4.61  0.083
H16 -0.87 3.91 1.86  0.105
C5 0.14 -0.49 5.15  -0.086
O9 0.31 0.57 4.19  -0.228
H17 -0.66 -0.23 5.85  0.089
H18 -0.11 -1.43 4.67  0.082
H19 1.05 -0.56 5.74  0.107
H20 1.25 0.86 4.15  0.059
C6 -3.11 -2.43 -2.91  -0.157
O10 -3.81 -3.67 -2.98  -0.112
H21 -3.85 -1.63 -2.82  0.071
H22 -2.44 -2.37 -2.06  0.042
H23 -2.58 -2.27 -3.85  0.086
H24 -3.62 -4.10 -3.82  0.074
O11 -3.61 1.60 2.14  -0.066
H25 -3.89 2.19 1.42  0.100
H26 -4.39 1.06 2.35  0.099
C7 -3.88 1.50 -3.85  -0.097
C8 -5.19 0.98 -4.37  -0.329
O12 -4.96 0.40 -5.64  -0.074
H27 -3.96 1.86 -2.82  0.064
H28 -3.52 2.35 -4.44  0.078
H29 -3.08 0.76 -3.87  0.058
H30 -5.94 1.78 -4.43  0.111
H31 -5.62 0.23 -3.69  0.103
H32 -5.78 0.15 -6.06  0.085
C9 1.88 3.76 0.35  -0.086
C10 3.03 4.57 0.89  -0.337
O13 3.27 5.71 0.09  -0.049
H33 1.51 3.06 1.10  0.051
H34 2.14 3.19 -0.54  0.078
H35 1.03 4.42 0.13  0.074
H36 3.90 3.91 1.02  0.112
H37 2.76 4.89 1.91  0.101
H38 4.00 6.18 0.51  0.093
C11 0.50 -1.57 -3.27  -0.063
C12 0.52 -0.31 -4.11  -0.272
O14 1.63 -0.40 -5.05  -0.091
H39 1.40 -1.68 -2.67  0.072
H40 0.47 -2.44 -3.93  0.091
H41 -0.43 -1.64 -2.71  0.035
H42 0.65 0.60 -3.54  0.088
H43 -0.39 -0.24 -4.71  0.114
H44 1.36 0.12 -5.81  0.094
C13 1.32 -4.67 2.10  -0.082
C14 0.42 -5.76 2.68  -0.304
O15 0.76 -6.17 4.00  -0.079
H45 1.57 -3.91 2.84  0.063
H46 0.79 -4.20 1.27  0.058
H47 2.26 -5.04 1.70  0.067
H48 0.52 -6.63 2.02  0.115
H49 -0.64 -5.48 2.73  0.102
H50 0.69 -5.39 4.56  0.070
C15 4.71 0.83 -1.39  -0.080
C16 3.54 0.25 -2.15  -0.349
O16 3.96 -0.20 -3.42  -0.062
H51 5.53 0.10 -1.34  0.073
H52 4.53 1.09 -0.35  0.053
H53 5.15 1.68 -1.92  0.078
H54 2.68 0.93 -2.17  0.096
H55 3.22 -0.62 -1.55  0.085
H56 3.17 -0.40 -3.95  0.045
C17 -3.23 -3.23 0.82  -0.081
C18 -4.57 -3.40 1.49  -0.315
O17 -5.07 -4.71 1.20  -0.079
H57 -2.77 -2.24 0.96  0.047
H58 -3.33 -3.34 -0.26  0.062
H59 -2.50 -3.96 1.17  0.078
H60 -5.35 -2.71 1.13  0.107
H61 -4.54 -3.33 2.58  0.106
H62 -5.41 -4.72 0.30  0.084


A cluster of 14 separate species, C18H64N6O14 in total at a distorted geometry, computed with ωB97M-V with the def2-TZVPD basis set.

Output
Highest occupied orbital energy = -0.3184 Ha
HOMO-LUMO gap = 8.799 eV
Lowest unoccupied orbital energy = 0.1 eV
Total charge = 0
Multiplicity = 1
Relative energy (zero: lowest compared OMol25 entry of this formula, charge and spin) = 82.3 kcal per mole
Largest force on an atom = 10.83 eV Å⁻¹

Last column: Löwdin charge in e.
CARTESIAN COORDINATES (ANGSTROEM)
C1 1.11 1.31 -2.94  -0.081
C2 1.82 0.11 -3.49  -0.335
O1 3.15 0.49 -3.63  -0.064
H1 1.33 1.43 -1.92  0.029
H2 0.04 1.13 -2.98  0.067
H3 1.42 2.26 -3.43  0.105
H4 1.46 -0.04 -4.47  0.098
H5 1.64 -0.80 -2.88  0.108
H6 3.68 -0.23 -3.94  0.080
C3 -1.18 3.49 -1.39  -0.103
C4 -1.26 4.06 -2.79  -0.266
O2 -2.58 4.62 -2.85  -0.062
H7 -1.47 4.05 -0.48  0.075
H8 -0.08 3.31 -1.21  0.065
H9 -1.85 2.65 -1.24  0.059
H10 -1.10 3.30 -3.58  0.113
H11 -0.53 4.84 -2.90  0.102
H12 -2.62 5.19 -2.15  0.020
C5 -2.80 -1.73 1.74  -0.089
C6 -3.66 -2.95 1.73  -0.318
O3 -3.53 -3.48 3.04  -0.064
H13 -3.10 -0.91 2.36  0.066
H14 -2.83 -1.35 0.70  0.075
H15 -1.83 -2.12 2.06  0.065
H16 -3.38 -3.65 0.97  0.075
H17 -4.63 -2.60 1.53  0.096
H18 -4.08 -4.24 3.19  0.077
C7 -0.95 2.93 2.43  -0.066
C8 -2.19 2.83 3.32  -0.329
O4 -2.60 1.60 3.04  -0.074
H19 -0.01 2.50 2.72  0.056
H20 -0.80 3.99 2.43  0.065
H21 -1.16 2.71 1.41  0.041
H22 -2.99 3.44 2.88  0.125
H23 -2.01 3.01 4.39  0.133
H24 -3.28 1.73 2.39  0.096
C9 0.43 -3.27 0.34  -0.509
O5 1.11 -2.36 -0.46  -0.131
N1 -0.85 -3.55 0.18  0.197
N2 1.03 -3.87 1.35  0.181
H25 -1.44 -3.21 -0.56  0.054
H26 -1.31 -4.21 0.80  0.114
H27 1.98 -3.54 1.54  0.039
H28 0.56 -4.35 2.11  0.127
C10 4.27 -1.47 -1.16  -0.643
O6 3.90 -2.74 -1.45  -0.075
N3 3.42 -0.61 -0.64  0.148
N4 5.49 -1.09 -1.31  0.193
H29 2.49 -0.86 -0.79  0.050
H30 3.60 0.42 -0.73  0.176
H31 6.21 -1.82 -1.38  0.138
H32 5.88 -0.25 -0.91  0.124
C11 3.82 -2.24 2.48  -0.580
O7 4.12 -2.39 3.89  -0.192
N5 3.71 -1.10 1.98  0.167
N6 3.58 -3.20 1.63  0.146
H33 3.75 -0.39 2.62  0.045
H34 3.56 -0.93 0.90  0.098
H35 3.55 -4.14 1.93  0.120
H36 3.85 -3.08 0.68  0.084
C12 -0.03 0.29 0.44  -0.177
O8 -0.69 -0.29 -0.61  -0.100
H37 0.27 1.31 0.21  0.064
H38 0.86 -0.25 0.64  0.050
H39 -0.74 0.21 1.19  0.044
H40 -0.34 -1.13 -0.77  -0.004
C13 2.51 1.51 2.34  -0.145
O9 2.11 2.08 3.59  -0.096
H41 2.04 0.54 2.28  0.052
H42 3.54 1.25 2.41  0.064
H43 2.37 2.12 1.50  0.056
H44 2.24 1.44 4.28  0.080
C14 -0.47 -2.44 -3.74  -0.170
O10 -1.29 -3.06 -4.65  -0.111
H45 -0.76 -2.86 -2.72  0.082
H46 -0.58 -1.44 -3.90  0.045
H47 0.54 -2.82 -4.00  0.099
H48 -1.89 -2.39 -5.00  0.081
C15 1.49 4.82 0.61  -0.190
O11 2.53 5.63 0.17  -0.070
H49 1.55 4.52 1.64  0.071
H50 1.46 3.83 0.16  0.046
H51 0.57 5.26 0.23  0.083
H52 2.15 6.48 0.20  0.057
C16 -3.34 -3.55 -1.93  -0.162
O12 -2.88 -2.34 -1.46  -0.118
H53 -2.64 -4.31 -2.11  0.071
H54 -3.87 -3.43 -2.82  0.075
H55 -4.06 -4.00 -1.24  0.083
H56 -3.36 -1.66 -1.87  0.043
C17 -3.89 1.34 -3.25  -0.152
O13 -3.06 0.44 -2.61  -0.141
H57 -3.19 2.00 -3.85  0.098
H58 -4.43 1.85 -2.49  0.076
H59 -4.57 0.85 -3.89  0.063
H60 -2.80 0.80 -1.74  0.070
C18 -0.08 -0.51 4.24  -0.151
O14 -0.47 0.67 4.88  -0.070
H61 0.07 -0.35 3.16  0.064
H62 -0.80 -1.33 4.32  0.073
H63 0.79 -0.98 4.76  0.095
H64 -0.70 1.28 4.26  -0.041


A structure of composition C18H72N2O20Pd at a distorted geometry, computed with ωB97M-V with the def2-TZVPD basis set.

Output
Highest occupied orbital energy (alpha / beta) = -0.2107 / -0.2040 Ha
HOMO-LUMO gap (alpha / beta) = 5.329 / 5.066 eV
Lowest unoccupied orbital energy (alpha / beta) = -0.4 / -0.5 eV
Total charge = 0
Multiplicity = 3
Relative energy (zero: lowest compared OMol25 entry of this formula, charge and spin) = 5.6 kcal per mole
Largest force on an atom = 3.48 eV Å⁻¹

Last column: Löwdin charge in e.
CARTESIAN COORDINATES (ANGSTROEM)
Pd1 -3.06 3.13 1.40  0.668
C1 1.35 1.74 1.74  -0.019
C2 0.54 0.52 1.24  -0.462
C3 1.49 -0.69 1.44  -0.151
C4 0.94 -2.07 1.37  -0.169
C5 -0.26 -2.15 2.37  -0.116
C6 -1.29 -0.97 2.29  -0.455
N1 -0.68 0.36 2.03  -0.228
O1 -1.50 1.47 2.10  -0.303
C7 -2.03 -1.01 3.63  -0.032
C8 -2.19 -1.41 1.10  -0.045
C9 0.14 0.63 -0.27  -0.005
H1 0.85 2.65 1.39  0.065
H2 2.25 1.72 1.12  0.067
H3 1.57 1.81 2.80  0.074
H4 2.00 -0.60 2.40  0.112
H5 2.25 -0.57 0.66  0.117
H6 1.74 -2.79 1.56  0.090
H7 0.59 -2.40 0.39  0.104
H8 0.21 -2.24 3.35  0.109
H9 -0.79 -3.07 2.11  0.088
H10 -2.15 -2.04 3.98  0.066
H11 -2.97 -0.46 3.60  0.070
H12 -1.41 -0.59 4.43  0.078
H13 -2.83 -2.19 1.53  0.079
H14 -1.63 -1.75 0.23  0.068
H15 -2.92 -0.60 0.96  0.068
H16 -0.34 1.56 -0.56  0.062
H17 -0.48 -0.17 -0.66  0.046
H18 1.10 0.45 -0.77  0.072
C10 2.19 4.46 -3.61  -0.051
C11 1.74 3.05 -4.07  -0.421
C12 0.20 2.97 -3.67  -0.105
C13 -0.49 1.85 -4.45  -0.192
C14 -0.36 1.93 -5.93  -0.164
C15 1.10 2.01 -6.35  -0.491
N2 1.87 2.99 -5.58  -0.064
O2 3.17 3.13 -5.98  -0.012
C16 0.98 2.37 -7.85  -0.032
C17 1.63 0.57 -6.27  -0.018
C18 2.60 2.03 -3.27  -0.024
H19 1.54 5.27 -3.96  0.079
H20 3.21 4.78 -3.82  0.079
H21 2.19 4.57 -2.52  0.079
H22 -0.35 3.91 -3.69  0.116
H23 0.25 2.70 -2.61  0.096
H24 -1.54 1.99 -4.19  0.106
H25 -0.29 0.83 -4.13  0.082
H26 -0.93 2.77 -6.32  0.125
H27 -0.85 1.04 -6.34  0.127
H28 0.64 3.40 -7.99  0.090
H29 0.48 1.59 -8.42  0.089
H30 2.00 2.27 -8.22  0.078
H31 0.99 -0.13 -6.81  0.093
H32 1.63 0.09 -5.29  0.044
H33 2.66 0.41 -6.61  0.096
H34 3.63 2.19 -3.58  0.085
H35 2.44 0.95 -3.30  0.068
H36 2.60 2.23 -2.20  0.076
O3 -1.32 4.39 1.05  -0.100
H37 -1.09 4.91 0.28  0.069
H38 -0.69 4.65 1.73  0.062
O4 -0.25 1.97 4.73  -0.064
H39 -1.11 2.21 5.07  0.051
H40 -0.43 1.33 4.02  0.004
O5 4.97 1.13 1.91  -0.053
H41 4.02 0.96 1.95  -0.008
H42 5.06 1.84 1.27  0.033
O6 -1.78 -5.15 0.80  -0.055
H43 -1.27 -5.73 0.23  0.044
H44 -1.52 -4.26 0.53  0.001
O7 0.64 -1.39 -3.31  -0.036
H45 -0.02 -0.91 -2.80  0.011
H46 0.74 -0.87 -4.12  -0.010
O8 -4.67 1.73 1.06  -0.121
H47 -4.96 1.00 1.63  0.004
H48 -5.29 1.74 0.33  0.069
O9 3.44 -5.95 2.41  -0.047
H49 4.12 -5.89 3.09  0.033
H50 2.94 -5.13 2.50  0.008
O10 -2.71 -4.37 5.95  -0.046
H51 -2.86 -5.25 6.31  0.053
H52 -2.44 -4.53 5.04  0.045
O11 1.73 3.95 4.34  -0.073
H53 1.28 4.58 3.79  0.013
H54 1.08 3.24 4.48  -0.022
O12 2.90 -3.30 -1.47  -0.066
H55 3.34 -2.81 -0.76  -0.011
H56 2.40 -2.62 -1.95  -0.001
O13 3.62 -2.77 3.56  -0.038
H57 4.44 -2.88 4.03  0.069
H58 3.30 -1.90 3.82  0.055
O14 4.33 -3.33 0.98  -0.058
H59 3.80 -3.30 1.79  -0.033
H60 5.15 -3.74 1.25  0.048
O15 -5.67 -0.33 2.51  -0.035
H61 -5.93 -1.25 2.59  0.069
H62 -5.77 0.02 3.40  0.068
O16 -2.78 2.90 -0.96  -0.096
H63 -2.28 2.28 -1.51  0.006
H64 -3.44 3.26 -1.55  0.057
O17 -2.83 0.39 -2.09  -0.050
H65 -2.64 0.03 -1.22  0.015
H66 -2.69 -0.35 -2.69  0.051
O18 1.47 -4.09 6.26  -0.058
H67 0.81 -3.49 5.89  0.018
H68 1.20 -4.21 7.17  0.033
O19 -4.12 -2.87 -1.65  -0.053
H69 -4.98 -3.29 -1.75  0.037
H70 -4.01 -2.76 -0.70  0.012
O20 -4.58 -2.25 6.28  -0.073
H71 -4.32 -1.40 6.66  0.029
H72 -3.76 -2.60 5.89  -0.016


A structure of composition C18H8Cl2F9NOPV at a distorted geometry, computed with ωB97M-V with the def2-TZVPD basis set.

Output
Highest occupied orbital energy (alpha / beta) = -0.4424 / -0.4480 Ha
HOMO-LUMO gap (alpha / beta) = 6.091 / 6.914 eV
Lowest unoccupied orbital energy (alpha / beta) = -5.9 / -5.3 eV
Total charge = +1
Multiplicity = 2
Relative energy (zero: lowest compared OMol25 entry of this formula, charge and spin) = 27.4 kcal per mole
Largest force on an atom = 3.45 eV Å⁻¹

Last column: natural (NBO) charge in e.
CARTESIAN COORDINATES (ANGSTROEM)
V1 -1.48 -2.15 0.08  1.480
Cl1 -0.07 -2.53 4.45  0.110
C1 1.08 -2.55 3.18  -0.037
C2 2.47 -2.57 3.42  -0.228
C3 3.36 -2.56 2.38  0.020
Cl2 5.04 -2.57 2.72  0.087
C4 2.93 -2.55 1.02  -0.118
C5 3.73 -2.54 -0.14  -0.071
C6 3.12 -2.55 -1.37  -0.254
C7 1.71 -2.56 -1.46  0.124
N1 0.93 -2.56 -0.40  -0.422
C8 1.56 -2.55 0.82  0.133
C9 0.67 -2.51 1.88  0.252
O1 -0.58 -2.39 1.41  -0.418
H1 2.82 -2.60 4.44  0.267
H2 4.80 -2.52 -0.06  0.253
H3 3.71 -2.54 -2.27  0.253
H4 1.22 -2.57 -2.43  0.228
F1 -2.17 -2.37 -1.61  -0.500
P1 -3.93 -2.77 -1.11  2.624
F2 -3.13 -3.57 0.15  -0.539
F3 -5.32 -3.07 -0.53  -0.522
F4 -3.77 -4.04 -1.98  -0.524
F5 -4.36 -1.85 -2.27  -0.522
F6 -3.67 -1.45 -0.13  -0.523
F7 0.02 7.02 0.31  -0.315
C10 -0.56 6.52 -0.80  0.970
F8 0.19 6.91 -1.83  -0.314
F9 -1.76 7.09 -0.92  -0.312
C11 -0.64 5.02 -0.72  -0.111
C12 -1.87 4.37 -0.78  -0.170
C13 -1.91 2.99 -0.68  -0.179
C14 -0.73 2.26 -0.53  -0.118
C15 0.50 2.92 -0.50  -0.186
C16 0.54 4.30 -0.59  -0.167
C17 -0.81 0.84 -0.37  0.213
C18 -0.88 -0.36 -0.22  -0.405
H5 -2.78 4.95 -0.88  0.247
H6 -2.86 2.46 -0.72  0.230
H7 1.41 2.35 -0.40  0.225
H8 1.48 4.83 -0.56  0.241


What did we get for total energy? Answer: -50763.61529, -87235.17914, -57301.47768, -67237.94806, -106809.71141 eV, in the order shown.